Density functional theory data (ωB97M-V with the def2-TZVPD basis set) for a cluster of 2 separate species, C33H38N3O7S in total in a non-equilibrium geometry.

Values from the calculation:
* E_tot: -2369.5034 hartree
* net charge: -1

Each line ends with the Löwdin charge.
CARTESIAN COORDINATES (ANGSTROEM)
C 2.9415 3.0906 4.0312  -0.09
N 3.0192 1.7437 3.4600  -0.06
C 4.2962 1.2345 3.2919  -0.71
S 5.6936 2.1110 3.5904  0.67
N 4.3312 -0.0837 2.8669  -0.05
C 5.6630 -0.6086 2.5327  -0.08
C 3.2035 -0.8163 2.4493  -0.32
O 3.3346 -1.8150 1.7342  0.08
C 1.9125 -0.3652 2.9521  -0.04
C 0.8066 -1.1718 2.8380  0.11
C -0.5361 -0.6696 2.7407  -0.16
C -0.8064 0.5899 2.1561  0.03
C -2.0391 1.2012 2.2641  -0.14
C -3.1082 0.5218 2.9202  -0.09
N -4.3081 1.1407 3.1019  -0.09
C -4.6281 2.4001 2.4677  -0.17
C -3.4185 3.3111 2.3641  -0.17
C -2.2176 2.5936 1.7534  -0.15
C -5.4585 0.4303 3.6157  -0.17
C -5.0538 -0.5698 4.6817  -0.17
C -3.9615 -1.5093 4.1730  -0.14
C -2.8801 -0.7901 3.4333  -0.13
C -1.6300 -1.3697 3.2946  0.06
C 1.9153 0.8816 3.7295  -0.35
O 1.0605 1.2091 4.5506  0.08
H 1.9040 3.4233 4.0175  0.09
H 3.3357 3.0977 5.0571  0.09
H 3.5753 3.7353 3.4177  0.06
H 5.5466 -1.6144 2.1287  0.07
H 6.1431 0.0581 1.8056  0.07
H 6.2697 -0.5960 3.4451  0.07
H 0.9534 -2.2324 2.9634  0.09
H 0.0054 1.1074 1.6431  0.13
H -5.0496 2.2274 1.4609  0.13
H -5.4117 2.8742 3.0721  0.12
H -3.6833 4.1815 1.7590  0.11
H -3.1510 3.6722 3.3637  0.12
H -1.3109 3.1714 1.9718  0.12
H -2.3161 2.5762 0.6577  0.12
H -6.1437 1.1796 4.0306  0.11
H -5.9922 -0.0863 2.7973  0.13
H -4.6776 -0.0238 5.5549  0.12
H -5.9327 -1.1375 4.9957  0.11
H -3.5222 -2.0409 5.0262  0.12
H -4.4043 -2.2817 3.5240  0.13
H -1.4410 -2.3655 3.6994  0.13
C 5.2584 -4.8154 2.8270  -0.08
C 4.0333 -4.7516 3.6886  -0.22
O 2.9254 -4.5335 2.7790  -0.02
C 1.7542 -4.2704 3.3751  -0.49
C 0.5699 -4.1809 2.4682  -0.10
C 0.7013 -3.6979 1.0701  -0.48
O -0.1928 -3.1295 0.4433  0.03
O 1.9053 -3.9037 0.5295  -0.03
C 2.0610 -3.3388 -0.7975  -0.23
C 3.5170 -3.5411 -1.0836  -0.08
C -0.6283 -4.8234 2.8617  -0.19
C -1.8336 -4.6967 2.1012  -0.05
C -2.8925 -5.5512 2.2823  -0.03
C -2.8624 -6.5139 3.3239  -0.31
O -3.9539 -7.3096 3.4826  -0.12
C -3.9445 -8.2429 4.5908  -0.09
C -1.7317 -6.5690 4.1734  -0.05
C -0.6708 -5.7087 3.9788  -0.03
O 1.6630 -4.0594 4.5853  0.03
H 6.1308 -5.0569 3.4402  0.07
H 5.1553 -5.5819 2.0517  0.08
H 5.4288 -3.8526 2.3350  0.06
H 3.8597 -5.6992 4.2179  0.13
H 4.0854 -3.9271 4.4117  0.12
H 1.4143 -3.8902 -1.4946  0.12
H 1.7848 -2.2763 -0.7775  0.12
H 3.7845 -3.1656 -2.0742  0.07
H 4.0980 -3.0136 -0.3203  0.06
H 3.7670 -4.6064 -1.0298  0.08
H -1.8815 -3.9109 1.3535  0.09
H -3.7769 -5.4873 1.6544  0.10
H -4.9383 -8.6883 4.5830  0.08
H -3.1819 -9.0186 4.4346  0.09
H -3.7710 -7.7298 5.5474  0.08
H -1.7023 -7.2648 5.0109  0.09
H 0.1465 -5.7115 4.6945  0.10

Cartesian forces (eV/Å) of the 6 atoms listed first:
C 0.11 0.03 -0.02
N 0.61 0.29 0.87
C -0.61 -0.73 -0.20
S -0.53 -0.16 -0.13
N 0.97 0.79 -0.22
C -0.08 0.01 0.08

=====

Density functional theory data (ωB97M-V with the def2-TZVPD basis set) for a structure of composition C33H38N9O2STa in a non-equilibrium geometry.

Values from the calculation:
* energy relative to the best compared isomer or geometry (same formula, charge and spin): 9.6 kcal/mol
* net charge: +4

Each line ends with the Löwdin charge.
CARTESIAN COORDINATES (ANGSTROEM)
Ta 0.0703 -0.9248 0.4410  1.73
C 4.4713 3.2892 -3.5981  0.00
C 3.4230 2.6641 -2.7264  -0.21
C 2.5930 3.4131 -1.9072  0.07
C 1.5510 2.8873 -1.1035  -0.07
C 0.9096 3.9584 -0.3722  0.05
N -0.1836 4.1214 0.2993  0.12
C -1.3638 3.2790 0.5518  -0.12
C -2.3430 4.1463 1.3502  -0.13
C -3.6718 3.4631 1.6416  -0.09
N -3.4389 2.2896 2.5025  0.14
C -3.4337 1.0689 2.1197  0.06
C -3.8343 0.6271 0.7807  -0.11
C -5.1310 0.7904 0.2765  0.06
C -5.5182 0.2336 -0.9416  -0.21
C -6.9204 0.3935 -1.4557  -0.01
C -4.5801 -0.5257 -1.6416  0.08
C -3.2812 -0.7043 -1.1625  -0.10
C -2.3538 -1.6154 -1.8090  -0.03
N -1.1659 -1.9460 -1.4369  -0.05
C -0.6154 -3.0427 -2.2879  -0.17
C 0.4655 -3.7886 -1.5429  -0.16
C 1.7352 -2.9716 -1.5365  -0.16
N 1.4969 -1.5373 -1.1516  -0.08
C 2.1875 -0.7245 -1.8806  -0.03
C 2.2473 0.7109 -1.8536  -0.11
C 3.2213 1.2958 -2.6763  0.08
C 1.3632 1.4787 -1.0830  -0.25
O 0.4253 0.8575 -0.3727  -0.23
C -2.9230 -0.0990 0.0304  -0.26
O -1.6633 -0.2583 0.4531  -0.41
H 4.5131 4.3672 -3.4600  0.10
H 4.2598 3.0933 -4.6498  0.11
H 5.4563 2.8792 -3.3751  0.10
H 2.7442 4.4865 -1.8951  0.14
H 1.4877 4.8766 -0.3975  0.16
H -0.2723 5.0585 0.6818  0.17
H -1.0485 2.3935 1.1040  0.08
H -1.7748 2.9756 -0.4133  0.15
H -2.5756 5.0596 0.7968  0.14
H -1.8689 4.4541 2.2874  0.14
H -4.1450 3.1122 0.7290  0.12
H -4.3617 4.1288 2.1570  0.16
H -3.1323 2.4738 3.4569  0.19
H -3.0812 0.3467 2.8518  0.16
H -5.8651 1.3339 0.8615  0.15
H -7.3861 1.2993 -1.0729  0.09
H -7.5341 -0.4537 -1.1436  0.11
H -6.9361 0.4320 -2.5433  0.10
H -4.8712 -1.0018 -2.5719  0.15
H -2.7712 -2.1236 -2.6795  0.15
H -0.2266 -2.6090 -3.2131  0.14
H -1.4266 -3.7179 -2.5538  0.14
H 0.6786 -4.7443 -2.0229  0.15
H 0.1093 -4.0226 -0.5404  0.08
H 2.1354 -2.9650 -2.5496  0.13
H 2.5072 -3.3867 -0.8890  0.11
H 2.8203 -1.1739 -2.6440  0.15
H 3.8422 0.6418 -3.2803  0.15
C 3.5792 -3.8881 1.7730  0.02
C 2.7053 -2.7039 1.5265  -0.23
N 1.4169 -2.7514 1.4648  -0.02
N 0.8432 -3.9742 1.7817  0.02
C -0.4748 -3.9924 2.0443  -0.73
N -1.0270 -5.0672 2.5612  0.19
S -1.3968 -2.6236 1.6342  0.82
C 3.2565 -1.3389 1.4596  -0.20
C 4.5603 -1.0742 1.8341  0.05
C 4.9546 0.2478 2.0200  0.03
C 4.0060 1.2356 1.8537  0.02
C 2.7219 0.8805 1.4627  -0.10
N 2.3425 -0.3754 1.2262  0.00
H 3.2210 -4.7704 1.2391  0.10
H 3.6322 -4.1226 2.8416  0.13
H 4.5925 -3.7025 1.4296  0.10
H 1.4482 -4.7225 2.0958  0.16
H -0.4965 -5.8784 2.8512  0.15
H -2.0231 -5.0891 2.7301  0.14
H 5.2550 -1.8787 2.0219  0.13
H 5.9644 0.4842 2.3282  0.14
H 4.2376 2.2747 2.0416  0.13
H 1.9577 1.6377 1.3784  0.10
N -0.2854 0.9802 3.1177  0.07
C -0.0069 0.1687 2.3449  -0.36

Cartesian forces (eV/Å) of the 6 atoms listed first:
Ta 1.56 -1.01 0.01
C 0.00 0.01 0.01
C -0.08 0.03 0.03
C 0.06 -0.03 -0.04
C -0.02 0.06 -0.02
C -0.05 -0.07 0.06

=====

Density functional theory data (ωB97M-V with the def2-TZVPD basis set) for a cluster of 2 separate species, C33H38NOSi in total in a non-equilibrium geometry.

Values from the calculation:
* E_tot: -1699.5357 hartree
* net charge: +1

Each line ends with the Löwdin charge.
CARTESIAN COORDINATES (ANGSTROEM)
C -0.2834 -1.0864 -2.5047  -0.15
Si 1.0377 -1.8384 -1.4450  0.39
C 0.7818 -3.6732 -1.3548  -0.14
C 2.6762 -1.3022 -2.0925  -0.15
O 0.7327 -1.1602 0.0493  -0.16
C 0.7806 -1.5056 1.4161  -0.35
C -0.5473 -2.1644 1.8610  -0.17
C -1.6964 -2.1281 1.0648  -0.04
C -2.8720 -2.7235 1.5388  -0.08
C -2.8864 -3.4075 2.7520  -0.08
C -1.7280 -3.4784 3.5258  -0.06
C -0.5902 -2.7724 3.1291  -0.06
C 1.9998 -2.4116 1.6475  -0.14
C 1.8633 -3.7570 2.0241  -0.04
C 2.9886 -4.5700 2.1807  -0.07
C 4.2478 -4.0943 1.8379  -0.08
C 4.3860 -2.7849 1.3718  -0.07
C 3.2665 -1.9472 1.2756  -0.04
C 0.8601 -0.1813 2.2357  -0.27
C -0.4787 0.6073 2.4397  -0.11
C -0.0288 2.0606 2.7083  -0.16
C 1.4457 2.1229 2.2793  -0.21
N 1.7074 0.8207 1.6865  -0.02
H -0.0830 -1.2341 -3.5750  0.05
H -1.2733 -1.4945 -2.2705  0.04
H -0.3011 -0.0124 -2.2940  -0.02
H 0.6027 -4.0746 -2.3693  0.05
H 1.6661 -4.1672 -0.9237  0.04
H -0.1000 -3.9009 -0.7336  0.04
H 2.7465 -1.5170 -3.1663  0.04
H 2.7995 -0.2233 -1.9492  0.04
H 3.4915 -1.8244 -1.5861  0.03
H -1.6784 -1.6166 0.0952  0.10
H -3.7688 -2.6469 0.9315  0.10
H -3.7970 -3.8936 3.0948  0.10
H -1.7034 -4.0559 4.4487  0.11
H 0.2965 -2.7514 3.7735  0.13
H 0.8795 -4.2072 2.1774  0.11
H 2.8423 -5.5744 2.5829  0.11
H 5.1097 -4.7534 1.9035  0.11
H 5.3655 -2.3975 1.0921  0.11
H 3.3811 -0.9522 0.8391  0.10
H 1.2056 -0.5337 3.2414  0.16
H -1.0975 0.5618 1.5152  0.10
H -1.0601 0.1910 3.2749  0.12
H -0.6402 2.7937 2.1614  0.09
H -0.0979 2.3381 3.7705  0.11
H 1.6084 2.9126 1.5351  0.09
H 2.0813 2.3683 3.1579  0.12
H 2.6963 0.5894 1.5923  0.11
C -1.6227 2.1201 -1.4747  0.17
C -2.6905 3.0465 -1.2600  -0.17
C -3.9772 2.6316 -0.7694  0.03
C -5.0678 3.4952 -0.8123  -0.03
C -4.9174 4.8191 -1.2840  0.00
C -3.6449 5.2922 -1.6478  -0.03
C -2.5555 4.4295 -1.6296  0.03
C -0.4576 2.4437 -2.2962  -0.21
C -0.2046 1.8904 -3.5877  -0.03
C 0.7971 2.4127 -4.4050  -0.05
C 1.6288 3.4349 -3.9316  -0.04
C 1.4613 3.9467 -2.6285  -0.05
C 0.4356 3.4501 -1.8266  -0.04
H -1.8107 1.0793 -1.1494  0.14
H -4.0839 1.6069 -0.3645  0.14
H -6.0592 3.1513 -0.4903  0.13
H -5.7895 5.4768 -1.3929  0.13
H -3.5271 6.3240 -2.0023  0.13
H -1.5692 4.7980 -1.9078  0.12
H -0.8117 1.0612 -3.9606  0.11
H 0.8872 2.0598 -5.4448  0.12
H 2.3944 3.8632 -4.5867  0.12
H 2.0879 4.7717 -2.2756  0.12
H 0.2628 3.8467 -0.8183  0.12

Cartesian forces (eV/Å) of the 6 atoms listed first:
C -0.35 0.21 -0.17
Si -0.50 -0.24 1.00
C 0.16 -0.32 -0.24
C 0.33 -0.01 -0.18
O -0.30 0.32 -0.30
C -0.67 0.08 -0.33